Entry 1:
Computed, not measured: a molecular structure, C4H28NO13, with ωB97M-V/def2-TZVPD.

HOMO ... -6.02 eV
Total charge ... -1
LUMO ... 2.53 eV
Frontier orbital gap ... 8.551 eV
ΔE to the lowest compared entry with this formula, charge and spin ... 4.8604 eV

Geometry (Å):
O: -0.603 -2.884 0.564
C: -0.460 -2.668 -0.732
C: -0.425 -1.175 -1.301
C: -0.098 -0.184 -0.176
O: -1.294 0.145 0.447
N: 0.591 -1.123 -2.373
C: 1.458 -2.305 -2.039
O: 0.851 -3.202 -1.097
H: -1.187 -3.182 -1.474
H: -1.507 -1.056 -1.635
H: 0.437 -0.788 0.554
H: 0.287 0.768 -0.628
H: -1.843 -0.445 1.013
H: 0.153 -1.342 -3.246
H: 2.396 -2.116 -1.642
H: 1.503 -2.904 -2.974
H: -0.641 3.016 0.286
H: 0.852 3.479 -0.396
O: 0.070 3.645 0.214
H: 2.732 2.594 -0.813
H: 1.850 2.450 -2.098
O: 2.121 3.097 -1.381
H: 2.327 -3.004 0.575
H: 1.248 -3.074 1.530
O: 2.200 -2.769 1.497
H: 0.558 3.372 1.937
H: 1.296 2.187 2.272
O: 1.018 2.992 2.688
H: -0.804 1.456 4.088
H: 0.056 2.643 3.919
O: -0.506 2.255 4.603
H: 1.145 0.611 -3.164
H: 0.092 1.792 -3.108
O: 1.015 1.568 -3.117
H: -2.417 -1.979 2.556
H: -1.556 -2.209 1.113
O: -2.526 -1.734 1.656
H: -1.550 2.378 -2.092
H: -2.361 1.567 -3.204
O: -1.712 2.242 -3.032
H: 2.582 -1.174 2.465
H: 1.339 -1.060 3.239
O: 2.117 -0.567 3.024
H: -3.701 -0.949 -0.367
H: -3.060 0.420 -0.590
O: -3.780 -0.194 -1.002

=====

Entry 2:
Computed, not measured: a molecular structure, C3H2Br2P2, with ωB97M-V/def2-TZVPD.

HOMO (spin up / spin down) ... -8.26 / -8.26 eV
Total charge ... 0
LUMO (spin up / spin down) ... -1.16 / -1.17 eV
Frontier orbital gap (spin up / spin down) ... 7.094 / 7.091 eV
ΔE to the lowest compared entry with this formula, charge and spin ... 2.4143 eV

Geometry (Å):
C: 1.003 0.685 0.048
C: -0.732 0.762 0.066
C: -1.097 -0.524 -0.146
P: -0.153 -2.000 -0.166
P: 1.484 -0.869 0.435
Br: -1.775 2.275 -0.121
Br: -2.918 -0.831 -0.174
H: 1.547 1.439 0.399
H: 2.641 -0.938 -0.340

=====

Entry 3:
Computed, not measured: 2 unconnected molecules or ions with the total composition C3H5N3O, with ωB97M-V/def2-TZVPD.

HOMO (spin up / spin down) ... -8.75 / -9.66 eV
Total charge ... 0
LUMO (spin up / spin down) ... -2.03 / -1.46 eV
Frontier orbital gap (spin up / spin down) ... 6.715 / 8.200 eV
ΔE to the lowest compared entry with this formula, charge and spin ... 5.7343 eV

Geometry (Å):
N: -1.072 -1.265 0.239
C: -0.165 -0.498 0.692
C: 0.211 -0.315 2.080
O: 1.171 0.525 2.129
N: 1.599 1.040 0.913
C: 0.787 0.426 -0.011
N: 0.764 0.555 -1.286
H: -2.118 0.015 -2.778
H: -1.082 -1.179 -0.785
H: -0.147 -0.743 3.007
H: -1.419 0.212 -2.607
H: 1.470 1.226 -1.592

=====

Entry 4:
Computed, not measured: a molecular structure, C3H4CoFO3, with ωB97M-V/def2-TZVPD.

<S²> ... 6.004
2S+1 ... 5
HOMO (spin up / spin down) ... -8.34 / -10.61 eV
Total charge ... 0
LUMO (spin up / spin down) ... -0.09 / -2.13 eV
Frontier orbital gap (spin up / spin down) ... 8.246 / 8.485 eV
ΔE to the lowest compared entry with this formula, charge and spin ... 1.3077 eV

Geometry (Å):
F: -4.120 0.683 0.482
O: -0.944 0.101 2.560
C: -0.499 -1.045 2.196
C: -2.559 0.248 1.365
O: 0.672 -1.379 2.451
O: -1.224 -1.727 1.335
C: -2.089 -0.928 0.508
Co: 1.210 -0.074 3.721
H: -2.158 1.205 1.010
H: -3.183 -0.071 2.209
H: -1.513 -0.587 -0.357
H: -2.921 -1.573 0.210

=====

The highest ΔE to the lowest compared entry with this formula, charge and spin belongs to which entry? C3H5N3O

=====

Look up the ΔE to the lowest compared entry with this formula, charge and spin of the third one. 5.7343 eV

=====

Which formula does entry 4 have? C3H4CoFO3